ORCA calculation (ωB97M-V/def2-TZVPD) on a cluster of 7 separate species, C18H47N7O8PS in total.

Summary:
* gap between HOMO and LUMO: 6.76 eV
* charge: +1

XYZ file:
```
82
Properties=species:S:1:pos:R:3:lowdin_charge:R:1
S 0.09 -0.08 2.48 0.851
P -3.11 0.32 1.86 0.948
O 0.40 -6.54 -0.37 0.011
O -3.20 1.71 2.68 -0.259
O -0.83 -1.40 -3.14 0.009
O -5.73 -1.13 0.89 -0.052
O 7.91 2.99 0.87 0.008
O 4.71 -0.14 -1.61 -0.022
O -7.77 3.46 7.10 0.032
O -2.14 0.69 0.63 -0.291
N 6.50 4.27 -0.37 -0.198
N -6.34 -0.38 -1.17 -0.194
N 1.08 -0.91 -2.00 -0.175
N -1.61 -0.40 2.89 -0.425
N 6.69 -0.63 -0.62 -0.183
N 0.10 -6.15 -2.59 -0.197
N -6.62 3.44 5.14 -0.204
C 1.67 -0.30 -0.83 -0.075
C 5.87 0.14 -1.35 -0.342
C 5.33 3.69 0.26 -0.042
C -0.15 -5.17 -3.63 -0.059
C -6.05 4.74 5.41 -0.044
C 0.20 -5.78 -1.30 -0.365
C 6.17 -1.88 -0.08 -0.034
C 8.05 -0.25 -0.32 -0.048
C -7.47 2.91 6.06 -0.350
C 6.33 5.29 -1.38 -0.058
C 1.94 -1.59 -2.97 -0.018
C -0.24 -0.89 -2.21 -0.365
C -6.83 0.71 -1.99 -0.051
C -6.14 -0.25 0.15 -0.392
C 0.24 -7.55 -2.93 -0.038
C 7.72 3.84 0.02 -0.350
C -6.29 2.74 3.92 -0.074
C -6.09 -1.68 -1.79 -0.026
H -2.58 1.13 -0.12 0.092
H -6.12 0.95 -2.79 0.092
H 0.85 0.11 -0.24 0.020
H 0.13 -7.67 -4.01 0.087
H 6.96 -2.37 0.49 0.089
H 2.20 -1.05 -0.23 0.091
H -5.05 -1.97 -1.66 0.092
H -0.78 -0.34 -1.41 0.107
H -7.78 0.45 -2.45 0.096
H 7.31 5.61 -1.74 0.085
H 5.76 4.92 -2.23 0.090
H -6.81 1.78 3.90 0.084
H 5.85 -2.54 -0.89 0.094
H 8.55 4.34 -0.52 0.136
H -6.37 0.76 0.52 0.129
H -0.23 -4.19 -3.16 0.056
H 0.66 -5.14 -4.36 0.092
H 6.35 1.07 -1.70 0.134
H 5.35 3.86 1.34 0.094
H -7.87 1.92 5.77 0.133
H -5.40 5.02 4.58 0.081
H 4.44 4.15 -0.16 0.086
H 0.07 -4.69 -1.16 0.125
H 5.30 2.61 0.10 0.074
H 8.27 0.70 -0.80 0.076
H -5.21 2.55 3.87 0.056
H -1.71 -1.41 2.91 0.090
H 1.84 -1.14 -3.96 0.101
H -1.08 -5.37 -4.16 0.092
H 1.66 -2.64 -3.05 0.078
H 8.76 -1.00 -0.68 0.093
H 5.81 6.17 -0.98 0.090
H -6.71 -2.45 -1.33 0.098
H -0.52 -8.15 -2.43 0.093
H -6.83 5.49 5.52 0.096
H -6.98 1.59 -1.37 0.083
H -1.78 -0.07 3.85 0.087
H 1.22 -7.93 -2.63 0.093
H 5.32 -1.70 0.57 0.087
H -6.58 3.32 3.04 0.090
H -5.47 4.73 6.33 0.093
H 8.19 -0.12 0.75 0.095
H -2.52 2.37 2.46 0.088
H 2.38 0.48 -1.09 0.078
H 2.97 -1.50 -2.64 0.069
H 0.12 1.12 3.09 -0.106
H -6.32 -1.61 -2.85 0.091
```

ORCA calculation (ωB97M-V/def2-TZVPD) on a structure of composition C18H47NO4RhSi2.

Summary:
* gap between HOMO and LUMO (alpha / beta): 8.70 / 4.86 eV
* ΔE to the lowest compared entry with this formula, charge and spin: 0.00 kcal/mol
* multiplicity: 5
* charge: +1

XYZ file:
```
73
Properties=species:S:1:pos:R:3:mulliken_spin:R:1
Rh -1.63 0.50 2.45 2.524
Si -3.72 -0.13 2.03 0.066
Si 3.98 0.14 1.11 -0.001
O -1.52 -1.95 -1.10 0.001
O 0.96 1.25 -3.91 0.000
O 0.02 1.62 2.43 0.229
O 1.72 2.57 3.54 0.058
N -0.62 0.13 4.35 0.183
C -3.26 1.56 1.25 0.118
C 0.72 1.87 3.51 0.002
C 3.39 1.88 0.74 0.001
C -1.66 -1.08 -3.47 0.000
C 2.77 0.49 -5.36 0.000
C 2.35 1.02 -4.00 0.000
C -4.72 -0.89 0.63 0.066
C -4.62 0.04 3.65 0.007
C -0.87 2.73 -3.36 0.000
C -2.21 -1.28 2.27 0.570
C -0.96 -4.28 -1.42 0.000
C 0.27 1.22 4.78 -0.004
C -2.08 -1.01 -2.01 0.001
C 2.35 -0.69 0.82 0.002
C 5.27 -0.76 0.11 0.000
C 0.58 2.35 -3.10 0.000
C 3.88 -0.07 3.00 0.000
C -0.48 -2.86 -1.56 -0.001
H 5.12 -0.63 -0.97 0.000
H -1.87 -4.45 -2.03 0.000
H -5.69 0.15 3.46 0.003
H 2.46 1.82 0.15 0.000
H 2.40 -1.77 0.98 0.001
H 0.41 -2.71 -0.92 0.002
H -1.59 -2.11 -3.85 0.000
H -1.21 -4.48 -0.37 0.000
H -3.82 2.37 1.75 0.018
H -0.72 -0.55 -3.66 0.000
H 2.90 1.95 -3.81 0.000
H 1.82 -0.21 1.64 0.006
H -0.27 1.94 5.40 0.002
H -4.61 -0.31 -0.29 -0.001
H -1.34 -0.02 5.06 -0.011
H 4.14 2.46 0.18 0.000
H -5.79 -0.89 0.88 0.005
H 4.77 -0.53 3.43 0.000
H 3.67 0.90 3.47 0.000
H -3.16 -1.17 -1.88 -0.002
H -4.41 -1.92 0.41 0.001
H -1.03 2.98 -4.42 0.000
H -1.83 -0.01 -1.61 0.006
H -2.19 1.89 1.15 0.020
H 3.81 0.19 -5.27 0.000
H -1.10 3.61 -2.75 0.000
H -0.18 -5.00 -1.73 0.000
H -4.26 0.93 4.19 -0.003
H -2.44 -0.57 -4.05 0.000
H 2.62 0.28 -3.22 0.000
H 3.13 2.39 1.68 0.000
H 6.28 -0.39 0.39 0.000
H 1.21 3.22 -3.34 0.000
H 2.69 1.27 -6.13 0.000
H -0.07 -0.73 4.32 -0.031
H 3.00 -0.73 3.22 -0.001
H -0.19 -2.66 -2.60 0.000
H 5.23 -1.85 0.30 0.000
H -1.54 1.89 -3.08 0.000
H -1.87 -1.77 1.35 0.135
H 1.11 0.89 5.38 0.004
H -3.59 1.44 0.21 0.004
H 1.88 -0.44 -0.16 -0.001
H -4.45 -0.84 4.28 0.002
H 2.17 -0.37 -5.67 0.000
H 0.72 2.11 -2.02 0.000
H -2.24 -1.95 3.16 0.017
```

ORCA calculation (ωB97M-V/def2-TZVPD) on a cluster of 7 separate species, C18H48ClO22S6 in total.

Summary:
* gap between HOMO and LUMO (alpha / beta): 10.69 / 4.05 eV
* multiplicity: 2
* charge: 0

XYZ file:
```
95
Properties=species:S:1:pos:R:3:mulliken_spin:R:1
Cl 18.33 20.04 -21.88 -0.064
S 14.13 21.95 -25.93 0.000
S 20.19 22.08 -26.87 0.000
S 16.84 16.67 -26.20 0.000
S 19.50 18.85 -16.31 0.000
S 19.95 14.99 -19.77 0.000
S 18.56 25.18 -22.73 0.000
O 18.44 26.38 -21.88 0.000
O 21.49 22.75 -25.98 0.000
O 19.81 23.01 -28.01 0.000
O 18.96 20.61 -20.76 0.010
O 16.17 15.53 -25.53 0.000
O 18.51 16.40 -26.12 0.000
O 17.60 18.83 -21.47 0.465
O 20.45 20.66 -27.18 0.000
O 19.05 25.23 -24.11 0.000
O 20.24 17.65 -16.81 0.000
O 19.14 14.89 -18.57 0.000
O 17.34 20.92 -22.47 0.435
O 21.23 14.28 -19.85 0.001
O 19.01 14.67 -21.09 0.000
O 17.08 24.42 -22.74 0.001
O 13.01 22.41 -24.81 0.000
O 16.43 16.97 -27.59 0.000
O 20.03 19.79 -15.34 0.000
O 17.97 18.47 -15.76 0.000
O 13.81 22.57 -27.24 0.000
O 14.46 20.51 -25.78 0.000
O 19.34 19.81 -22.89 0.155
C 19.88 15.37 -23.22 0.001
C 19.06 19.87 -17.79 0.000
C 18.89 22.08 -25.57 0.006
C 16.51 17.69 -14.24 0.000
C 19.50 23.88 -21.84 -0.002
C 15.47 22.98 -25.20 -0.002
C 21.91 22.13 -24.79 0.001
C 23.08 23.02 -24.32 0.000
C 20.12 16.78 -20.10 0.002
C 11.61 21.90 -22.87 0.000
C 19.70 14.16 -22.27 0.000
C 16.22 24.73 -21.70 0.000
C 20.35 16.48 -27.37 0.000
C 19.34 17.35 -26.72 0.000
C 17.88 17.39 -14.96 0.000
C 16.69 18.17 -25.11 0.003
C 14.83 24.13 -22.09 0.000
C 12.67 21.37 -23.85 0.000
H 14.87 23.04 -22.11 0.000
H 22.84 24.05 -24.05 0.000
H 19.92 15.03 -24.26 0.000
H 18.67 23.15 -25.58 0.001
H 18.79 18.04 -27.36 0.000
H 12.02 22.76 -22.33 0.000
H 18.95 15.92 -23.30 -0.001
H 15.63 18.28 -24.88 -0.001
H 19.14 13.49 -22.92 0.000
H 16.27 23.02 -25.95 0.000
H 23.56 22.55 -23.47 0.000
H 16.71 18.46 -13.49 0.000
H 19.97 15.83 -28.16 0.000
H 13.63 21.33 -23.34 0.000
H 12.46 20.35 -24.18 0.000
H 21.24 16.99 -27.74 0.000
H 14.41 24.43 -23.05 0.000
H 15.75 18.03 -14.94 0.000
H 15.01 23.96 -25.04 0.000
H 20.65 13.69 -22.01 0.000
H 20.79 15.94 -23.06 0.000
H 18.63 17.24 -14.18 0.000
H 21.13 22.13 -24.04 -0.002
H 20.83 15.83 -26.63 0.000
H 11.34 21.09 -22.19 0.000
H 17.91 16.53 -15.64 0.000
H 19.38 21.76 -24.65 -0.007
H 19.27 22.95 -22.36 -0.001
H 19.88 17.34 -19.20 0.002
H 16.02 25.80 -21.63 0.000
H 15.89 22.59 -24.28 0.004
H 19.42 17.12 -20.87 -0.003
H 19.91 20.19 -18.39 0.000
H 22.27 21.11 -24.94 0.000
H 21.11 16.89 -20.54 0.001
H 10.80 22.30 -23.48 0.000
H 23.84 22.86 -25.09 0.000
H 18.09 21.45 -25.96 0.002
H 20.55 24.17 -21.89 0.000
H 19.07 23.73 -20.85 0.000
H 18.45 20.62 -17.28 0.000
H 17.05 19.10 -25.56 0.002
H 18.43 19.30 -18.48 0.000
H 17.28 17.97 -24.22 -0.008
H 16.53 24.38 -20.71 0.000
H 19.72 18.03 -25.96 0.000
H 16.17 16.77 -13.78 0.000
H 14.20 24.26 -21.21 0.000
```

Repeat the first record exactly.
ORCA calculation (ωB97M-V/def2-TZVPD) on a cluster of 7 separate species, C18H47N7O8PS in total.

Summary:
* gap between HOMO and LUMO: 6.76 eV
* charge: +1

XYZ file:
```
82
Properties=species:S:1:pos:R:3:lowdin_charge:R:1
S 0.09 -0.08 2.48 0.851
P -3.11 0.32 1.86 0.948
O 0.40 -6.54 -0.37 0.011
O -3.20 1.71 2.68 -0.259
O -0.83 -1.40 -3.14 0.009
O -5.73 -1.13 0.89 -0.052
O 7.91 2.99 0.87 0.008
O 4.71 -0.14 -1.61 -0.022
O -7.77 3.46 7.10 0.032
O -2.14 0.69 0.63 -0.291
N 6.50 4.27 -0.37 -0.198
N -6.34 -0.38 -1.17 -0.194
N 1.08 -0.91 -2.00 -0.175
N -1.61 -0.40 2.89 -0.425
N 6.69 -0.63 -0.62 -0.183
N 0.10 -6.15 -2.59 -0.197
N -6.62 3.44 5.14 -0.204
C 1.67 -0.30 -0.83 -0.075
C 5.87 0.14 -1.35 -0.342
C 5.33 3.69 0.26 -0.042
C -0.15 -5.17 -3.63 -0.059
C -6.05 4.74 5.41 -0.044
C 0.20 -5.78 -1.30 -0.365
C 6.17 -1.88 -0.08 -0.034
C 8.05 -0.25 -0.32 -0.048
C -7.47 2.91 6.06 -0.350
C 6.33 5.29 -1.38 -0.058
C 1.94 -1.59 -2.97 -0.018
C -0.24 -0.89 -2.21 -0.365
C -6.83 0.71 -1.99 -0.051
C -6.14 -0.25 0.15 -0.392
C 0.24 -7.55 -2.93 -0.038
C 7.72 3.84 0.02 -0.350
C -6.29 2.74 3.92 -0.074
C -6.09 -1.68 -1.79 -0.026
H -2.58 1.13 -0.12 0.092
H -6.12 0.95 -2.79 0.092
H 0.85 0.11 -0.24 0.020
H 0.13 -7.67 -4.01 0.087
H 6.96 -2.37 0.49 0.089
H 2.20 -1.05 -0.23 0.091
H -5.05 -1.97 -1.66 0.092
H -0.78 -0.34 -1.41 0.107
H -7.78 0.45 -2.45 0.096
H 7.31 5.61 -1.74 0.085
H 5.76 4.92 -2.23 0.090
H -6.81 1.78 3.90 0.084
H 5.85 -2.54 -0.89 0.094
H 8.55 4.34 -0.52 0.136
H -6.37 0.76 0.52 0.129
H -0.23 -4.19 -3.16 0.056
H 0.66 -5.14 -4.36 0.092
H 6.35 1.07 -1.70 0.134
H 5.35 3.86 1.34 0.094
H -7.87 1.92 5.77 0.133
H -5.40 5.02 4.58 0.081
H 4.44 4.15 -0.16 0.086
H 0.07 -4.69 -1.16 0.125
H 5.30 2.61 0.10 0.074
H 8.27 0.70 -0.80 0.076
H -5.21 2.55 3.87 0.056
H -1.71 -1.41 2.91 0.090
H 1.84 -1.14 -3.96 0.101
H -1.08 -5.37 -4.16 0.092
H 1.66 -2.64 -3.05 0.078
H 8.76 -1.00 -0.68 0.093
H 5.81 6.17 -0.98 0.090
H -6.71 -2.45 -1.33 0.098
H -0.52 -8.15 -2.43 0.093
H -6.83 5.49 5.52 0.096
H -6.98 1.59 -1.37 0.083
H -1.78 -0.07 3.85 0.087
H 1.22 -7.93 -2.63 0.093
H 5.32 -1.70 0.57 0.087
H -6.58 3.32 3.04 0.090
H -5.47 4.73 6.33 0.093
H 8.19 -0.12 0.75 0.095
H -2.52 2.37 2.46 0.088
H 2.38 0.48 -1.09 0.078
H 2.97 -1.50 -2.64 0.069
H 0.12 1.12 3.09 -0.106
H -6.32 -1.61 -2.85 0.091
```

Q: Which formula does entry 1 have?
A: C18H47N7O8PS

Q: The lowest charge belongs to which entry?
A: C18H48ClO22S6